Record 1
DFT (ωB97M-V/def2-TZVPD) results for a cluster of 14 separate species, C6H40NO13 in total at a distorted geometry.

Properties
E_HOMO ... -11.99 eV
Energy above the lowest of the compared OMol25 structures with the same formula, charge and spin ... 670.3 kJ/mol
Charge ... +1
Energy ... -34969.8243 eV
Frontier orbital gap ... 9.1 eV

XYZ file:
```
60
Properties=species:S:1:pos:R:3:forces:R:3
C -0.373576 0.670827 0.804435 -0.5 0.4 -1.2
C 0.981965 0.224973 0.294478 2.3 -3.3 -0.5
C 2.212973 1.150491 -0.187606 -2.0 0.2 -2.5
C 4.210330 -0.061652 -1.001066 -1.4 1.4 -4.3
C 3.490880 0.378612 -0.014732 0.1 0.4 1.4
C 4.027608 0.120952 1.336452 -2.3 -1.2 2.8
N -1.631285 -0.192844 0.398253 -0.5 1.6 -0.4
H -0.431121 1.716994 0.452497 -1.3 -0.6 -0.2
H -0.495134 0.756964 1.866186 0.5 -0.3 0.3
H 1.380621 -0.381067 1.125783 0.2 0.4 -0.1
H 1.018269 -0.635027 -0.472615 -1.0 1.5 0.8
H 2.177571 1.370616 -1.351600 -0.3 -0.6 2.4
H 2.061543 2.153906 0.212194 0.8 -0.1 0.7
H 4.015570 0.246958 -2.062704 -0.5 -0.3 0.9
H 5.032006 -0.668761 -1.030587 2.2 -1.4 1.0
H 4.958945 -0.419660 1.439314 0.4 0.3 -0.5
H 4.036888 1.076992 1.871122 0.4 -0.1 0.2
H 3.291559 -0.555564 1.961951 1.3 1.3 -1.5
H -1.813343 -1.162679 0.629172 1.6 -0.9 0.9
H -2.526211 0.157327 0.891003 1.5 0.2 -1.5
H -1.709205 -0.288563 -0.635434 -0.3 0.9 0.5
H 0.512712 -2.766265 2.832808 4.3 -0.7 2.2
H -0.735055 -2.022320 3.054008 0.1 -0.2 0.0
O -0.272170 -2.603995 2.443731 -4.2 0.8 -2.2
H 1.385064 -2.048113 -2.249340 0.0 -0.3 2.7
H 1.651154 -2.235665 -3.623380 -2.1 2.6 0.9
O 1.061715 -1.604746 -3.001820 2.1 -2.8 -3.7
H -5.005750 -0.908842 0.406570 0.5 -0.3 -0.3
H -3.782453 -1.746927 -0.072411 0.3 -2.5 -0.4
O -4.077242 -0.888575 0.122945 -1.2 2.4 0.7
H 2.635882 -0.457756 3.468974 -0.8 0.3 0.2
H 1.200892 0.161232 3.344231 0.2 0.7 0.0
O 1.682737 -0.653987 3.453190 0.3 -0.9 0.4
H -1.655285 -3.339085 -0.325637 -2.0 -0.3 1.3
H -2.872157 -4.344692 -0.149175 0.1 0.7 0.3
O -2.496772 -3.533179 0.244052 1.2 0.0 -1.3
H -0.316398 2.685767 2.938738 1.0 0.1 -0.4
H 0.558052 3.596887 2.165750 0.1 4.7 -2.0
O 0.569379 2.778417 2.511091 -1.1 -4.6 2.6
H 0.343808 -2.944929 0.503257 -1.3 0.7 -2.4
H 0.208674 -3.814538 -0.748485 -0.5 1.8 0.1
O -0.016145 -2.864595 -0.476711 2.5 -2.6 2.4
H 1.394335 1.342188 -2.946222 -0.6 -0.1 -0.4
H 0.603259 0.010380 -3.161069 0.0 2.2 -0.2
O 0.521502 1.024494 -3.236322 0.3 -1.7 0.4
H -2.545610 0.876219 -3.548214 0.2 -0.3 0.2
H -2.936462 1.259782 -2.147491 -0.2 0.1 0.3
O -2.621074 0.509231 -2.653699 0.0 0.1 -0.3
H -1.174927 -2.446000 -2.930173 3.1 0.1 -2.3
H -2.305391 -1.502569 -2.503897 0.7 -1.5 -0.1
O -1.888990 -2.408403 -2.379697 -4.0 1.7 2.1
H -0.493399 2.841700 -2.430670 0.3 -1.6 1.0
H 0.458287 4.139748 -1.952826 -1.1 -1.7 -0.6
O -0.165492 3.701605 -2.587903 1.1 3.3 -0.6
H -3.384995 0.912284 3.425178 0.2 0.8 -0.7
H -2.134170 0.161842 3.537006 -0.5 2.5 -1.9
O -2.515434 0.964846 2.970930 0.2 -3.2 2.7
H -2.176651 4.207405 0.427258 2.0 -1.5 -1.8
H -1.619057 4.498099 -0.977164 0.5 -1.2 0.4
O -1.513254 3.803267 -0.273889 -2.7 2.5 1.6
```
Positions in Å, forces in eV/Å.

Record 2
DFT (ωB97M-V/def2-TZVPD) results for a structure of composition C24H32Br4Ge2O3W at a distorted geometry.

Properties
E_HOMO (alpha / beta) ... -14.00 / -14.00 eV
Energy above the lowest of the compared OMol25 structures with the same formula, charge and spin ... 27.4 kJ/mol
Charge ... +2
Energy ... -426558.9743 eV
Frontier orbital gap (alpha / beta) ... 6.0 / 6.0 eV

XYZ file:
```
66
Properties=species:S:1:pos:R:3:forces:R:3
W -0.635134 0.188897 -1.608017 1.1 -0.6 0.4
C 4.307608 1.277862 -2.189193 0.0 0.0 0.0
C 2.930807 1.065896 -2.825810 0.0 0.0 0.1
Ge 1.883421 -0.350238 -1.993192 -0.5 0.1 -0.1
C 2.334456 -2.199070 -2.449582 0.0 0.0 0.1
C 3.832976 -2.469840 -2.248925 0.0 0.0 0.0
C 1.778438 -0.058642 -0.030865 -0.2 0.1 0.0
C 1.015956 0.012142 1.083498 0.1 -0.1 0.2
Ge -0.943394 -0.029639 1.024683 -0.2 -0.1 -0.2
C -1.813798 1.574409 1.723587 0.1 -0.1 0.0
C -1.952829 1.599064 3.249265 0.0 0.0 0.0
C -1.938300 -1.720292 1.180063 0.1 -0.1 0.0
C -2.090256 -2.278813 2.598122 0.0 0.0 0.0
C 1.615054 0.339082 2.394460 0.0 0.0 0.0
C 1.061595 -0.209184 3.550881 0.0 0.0 0.0
C 1.623328 0.042569 4.791622 0.0 0.0 0.0
C 2.732452 0.871381 4.889233 0.0 0.0 0.0
C 3.274713 1.449328 3.747706 0.0 0.0 0.0
C 2.720102 1.186464 2.506705 0.0 0.0 0.0
H 4.820580 2.090465 -2.702470 0.0 0.0 0.0
H 4.941169 0.394722 -2.258102 0.0 0.0 0.0
H 4.230094 1.557064 -1.137628 0.0 0.0 0.0
H 3.012286 0.802926 -3.882360 0.0 0.0 0.0
H 2.330787 1.975156 -2.766211 0.0 0.0 0.0
H 2.066235 -2.379664 -3.494169 0.0 0.0 0.0
H 1.757839 -2.879898 -1.812095 0.0 0.0 0.0
H 4.435050 -1.858622 -2.919964 0.0 0.0 0.0
H 4.059220 -3.512810 -2.466189 0.0 0.0 0.0
H 4.148877 -2.271627 -1.224215 0.0 0.0 0.0
H 2.835229 0.171389 0.169335 0.0 0.0 -0.1
H -2.795655 1.618918 1.242387 0.0 0.0 0.0
H -1.237467 2.431864 1.370387 0.0 0.0 0.1
H -2.500427 0.734705 3.624669 0.0 0.0 0.0
H -2.502512 2.490082 3.552063 0.0 0.0 0.0
H -0.981096 1.623711 3.739445 0.0 0.0 0.0
H -1.441190 -2.452626 0.538785 0.0 0.0 0.0
H -2.922763 -1.518357 0.747109 0.0 0.0 0.0
H -1.131246 -2.583261 3.016785 0.0 0.0 0.0
H -2.728630 -3.161975 2.583590 0.0 0.0 0.0
H -2.547663 -1.557911 3.274386 0.0 0.0 0.0
H 0.198432 -0.865082 3.483165 0.0 0.0 0.0
H 1.197864 -0.403193 5.680371 0.0 0.0 0.0
H 3.167884 1.077474 5.857564 0.0 0.0 0.0
H 4.122794 2.115438 3.828519 0.0 0.0 0.0
H 3.122594 1.674104 1.626834 0.0 0.0 0.0
Br -3.721370 5.556053 -0.036517 0.0 0.1 0.0
C -3.306606 3.916430 -0.810901 0.1 -0.1 0.0
C -4.341231 3.007010 -1.156851 0.0 -0.1 0.0
Br -6.119295 3.441247 -0.820991 -0.1 0.0 0.0
C -4.041714 1.780155 -1.732572 0.0 0.0 0.0
Br -5.311855 0.476838 -2.148290 0.0 0.0 0.0
C -2.708596 1.488680 -2.006089 0.0 0.1 0.0
O -2.265094 0.301890 -2.523501 -0.6 -0.1 -0.3
C -1.690889 2.387343 -1.663589 0.2 -0.1 0.0
O -0.384013 1.971058 -1.989760 0.0 0.7 -0.2
C -1.974500 3.596190 -1.036909 0.0 0.0 0.0
Br -0.538202 4.692365 -0.575342 0.0 0.0 0.0
C -1.786077 -4.006899 -2.513470 0.1 0.0 0.0
C -2.055446 -2.529614 -2.561218 -0.1 -0.2 0.0
O -0.796233 -1.797830 -2.160600 -0.1 0.0 0.0
H -2.693497 -4.533738 -2.808905 0.0 0.0 0.0
H -1.516567 -4.338054 -1.510525 0.0 0.0 0.0
H -1.004321 -4.297062 -3.218935 0.0 0.0 0.0
H -2.807238 -2.208228 -1.847072 0.0 0.0 0.0
H -2.309033 -2.167098 -3.553632 0.0 0.0 0.0
H -0.023713 -2.341129 -2.390541 0.0 0.0 0.0
```
Positions in Å, forces in eV/Å.

Record 3
DFT (ωB97M-V/def2-TZVPD) results for a structure of composition C8H16Cl8N4O12V at a distorted geometry.

Properties
E_HOMO (alpha / beta) ... -7.15 / -7.20 eV
Energy above the lowest of the compared OMol25 structures with the same formula, charge and spin ... 0.0 kJ/mol
Charge ... -1
<S²> ... 2.015
2S+1 ... 3
Energy ... -164944.6182 eV
Frontier orbital gap (alpha / beta) ... 8.1 / 8.8 eV

XYZ file:
```
49
Properties=species:S:1:pos:R:3:forces:R:3
V -0.749398 3.225411 0.188129 -0.2 -1.9 -0.6
N -3.768724 3.847762 -0.919557 0.5 0.7 -1.2
O -2.786680 3.497229 -0.140471 1.4 -0.4 1.2
O -4.603193 3.015132 -1.189451 -0.1 -0.2 0.4
O -3.757903 4.983963 -1.372559 0.0 0.1 0.2
N 0.386240 3.375100 -2.248310 -0.7 1.4 1.2
O 1.016834 3.503876 -1.141714 0.4 -0.2 0.9
O 0.866755 3.552931 -3.316671 0.4 -0.5 -0.4
O -0.843067 3.220851 -2.026240 -1.0 -0.7 0.1
N -0.363684 0.523400 0.408205 0.1 1.5 -0.1
O 0.543536 1.316382 0.744335 1.0 -0.1 0.3
O -1.384735 1.149440 -0.035534 -0.4 -0.1 0.0
O -0.273647 -0.677460 0.493740 -0.3 0.0 -0.1
N -0.218525 3.759332 2.784847 -1.4 2.6 -2.8
O -0.139994 4.476670 3.736029 0.1 -1.3 1.1
O 0.628961 3.821836 1.838641 1.1 -0.2 -0.8
O -1.292636 3.215676 2.353879 -0.6 -0.8 0.6
Cl 2.091656 -3.540634 -2.517846 0.1 0.0 -0.2
C 3.155811 -2.171004 -2.119261 0.3 0.2 0.1
C 2.360673 -0.956769 -1.694443 0.3 -0.5 0.2
Cl 1.316230 -0.334840 -2.981743 -0.1 0.1 -0.1
H 3.837327 -1.924614 -2.932624 -0.3 -0.3 -0.3
H 3.785068 -2.522628 -1.302373 -0.1 0.2 0.2
H 3.065503 -0.168378 -1.437299 -0.1 0.1 0.2
H 1.741690 -1.243755 -0.847497 -0.1 0.4 0.1
Cl 3.012925 1.316626 5.163038 0.0 0.2 0.0
C 2.473679 0.582315 3.641719 -0.3 -1.4 -0.1
C 3.511357 0.589726 2.557254 0.3 1.3 -0.3
Cl 5.039072 -0.274828 2.884453 -0.1 -0.2 0.3
H 1.572809 1.073564 3.280006 0.1 0.3 0.0
H 2.186249 -0.446467 3.860614 0.0 0.0 0.2
H 3.782673 1.636739 2.418558 0.2 -0.1 -0.2
H 3.147652 0.215470 1.605731 -0.4 -0.1 0.2
Cl -3.335304 0.179240 -3.120654 0.0 -0.1 0.0
C -2.485119 -1.155831 -2.288235 0.0 0.4 -0.2
C -2.417235 -2.434933 -3.099849 -0.8 0.2 0.5
Cl -1.876698 -2.149851 -4.764337 0.4 -0.3 0.0
H -3.050067 -1.287634 -1.370978 0.2 -0.3 0.1
H -1.486146 -0.794460 -2.063073 0.0 0.0 0.1
H -3.406226 -2.886979 -3.165241 0.0 0.0 -0.1
H -1.791477 -3.133209 -2.548678 0.4 0.0 -0.4
Cl 0.244428 -2.974433 3.069830 0.1 0.1 0.2
C -1.326632 -3.206080 2.280520 -0.3 -0.2 -0.5
C -1.068774 -3.824701 0.921989 0.5 0.6 0.1
Cl -2.590861 -3.981568 0.019389 -0.2 -0.3 0.1
H -1.800472 -2.242244 2.119241 0.0 0.1 0.3
H -1.943428 -3.850596 2.899428 0.0 0.1 0.1
H -0.553769 -4.776454 1.003387 -0.2 -0.2 -0.1
H -0.452731 -3.118319 0.371677 0.1 -0.2 -0.2
```
Positions in Å, forces in eV/Å.

Record 4
DFT (ωB97M-V/def2-TZVPD) results for a cluster of 2 separate species, H4INP2 in total at a distorted geometry.

Properties
E_HOMO ... -9.18 eV
Energy above the lowest of the compared OMol25 structures with the same formula, charge and spin ... 91.5 kJ/mol
Energy ... -28230.9373 eV
Frontier orbital gap ... 7.8 eV

XYZ file:
```
8
Properties=species:S:1:pos:R:3:forces:R:3
N 0.763447 1.612924 -0.237218 0.2 0.6 0.6
P -0.080048 -1.802520 -1.000574 -0.4 -0.3 1.1
P -0.552220 -1.727759 1.002066 0.0 -0.4 -0.8
I -0.188794 3.306929 0.527902 0.3 -0.5 -0.2
H 0.724923 0.905209 0.495034 0.0 0.2 0.2
H -0.232201 -0.396895 -1.166172 0.0 -0.4 0.1
H 0.138666 1.258369 -0.935138 -0.4 0.2 -0.5
H -0.573772 -3.156256 1.314100 0.2 0.7 -0.5
```
Positions in Å, forces in eV/Å.

Question: Number 3 is which compound?
Answer: C8H16Cl8N4O12V